Formula: C6H10O
Source: the OMol25 dataset
Level of theory: ωB97M-V/def2-TZVPD

Last column: natural (NBO) charge in e.
Geometry (Å):
C1 -1.491 -0.637 -1.432  -0.605
C2 -1.206 -0.039 -0.045  -0.099
O1 -0.574 -0.971 0.830  -0.536
C3 0.343 -0.196 1.580  -0.053
C4 1.598 0.016 0.752  -0.433
C5 1.067 0.856 -0.432  -0.593
C6 -0.397 1.173 -0.365  0.164
H1 -0.561 -0.959 -1.910  0.205
H2 -2.148 -1.504 -1.339  0.231
H3 -1.973 0.113 -2.064  0.236
H4 -2.175 0.220 0.411  0.205
H5 0.471 -0.623 2.572  0.197
H6 2.047 -0.941 0.457  0.218
H7 2.350 0.577 1.319  0.212
H8 1.668 1.751 -0.620  0.225
H9 1.084 0.288 -1.383  0.264
H10 -0.095 0.823 1.705  0.162

Calculated values
Charge: 0
HOMO-LUMO gap (eV): 8.379
LUMO energy (eV): 0.07
Energy relative to the best compared isomer or geometry (same formula, charge and spin) (kJ/mol): 362.4
Largest force on an atom (Eh/bohr): 0.01666
Energy (eV): -8427.484



Formula: C6H10O
Source: the OMol25 dataset
Level of theory: ωB97M-V/def2-TZVPD

Last column: natural (NBO) charge in e.
Geometry (Å):
C1 2.029 -0.491 -0.023  -0.410
C2 0.812 0.042 -0.063  0.002
C3 -1.171 0.413 -1.617  -0.444
C4 -1.528 0.325 -0.169  0.097
C5 -0.408 -0.526 -0.693  -0.304
O1 -1.033 1.305 0.702  -0.504
C6 0.385 1.346 0.588  -0.115
H1 2.256 -1.421 -0.537  0.202
H2 -0.147 -2.452 2.522  -0.003
H3 2.843 -0.015 0.517  0.200
H4 -0.667 1.304 -1.983  0.221
H5 -1.845 -0.052 -2.330  0.226
H6 -2.485 -0.071 0.155  0.207
H7 -0.492 -1.600 -0.824  0.236
H8 -0.046 -1.793 2.195  0.002
H9 0.687 2.206 -0.028  0.182
H10 0.809 1.480 1.588  0.203

Calculated values
Charge: 0
HOMO-LUMO gap (eV): 10.031
SMILES: C=C1CO[C@H]2C[C@@H]12.[H][H]
LUMO energy (eV): 1.07
Energy relative to the best compared isomer or geometry (same formula, charge and spin) (kJ/mol): 227.9
Largest force on an atom (Eh/bohr): 0.00536
Energy (eV): -8428.878



Formula: C6H10O
Source: the OMol25 dataset
Level of theory: ωB97M-V/def2-TZVPD

Last column: natural (NBO) charge in e.
Geometry (Å):
C1 0.545 -1.717 0.300  -0.602
C2 -0.837 -1.402 -0.218  -0.229
C3 -1.842 -0.744 0.682  -0.421
C4 -1.232 0.026 -0.457  -0.430
C5 1.890 1.908 -0.039  -0.806
C6 1.473 2.975 -0.682  0.728
O1 1.109 3.946 -1.215  -0.453
H1 0.564 -2.679 0.825  0.211
H2 0.873 -0.943 1.006  0.202
H3 1.274 -1.759 -0.517  0.204
H4 -1.237 -2.129 -0.923  0.209
H5 -2.883 -1.043 0.611  0.214
H6 -1.518 -0.480 1.687  0.208
H7 -1.848 0.257 -1.320  0.214
H8 2.018 0.957 -0.542  0.268
H9 -0.502 0.789 -0.199  0.218
H10 2.154 2.037 1.002  0.266

Calculated values
Charge: 0
HOMO-LUMO gap (eV): 10.241
SMILES: CC1CC1.C=C=O
LUMO energy (eV): 0.85
Energy relative to the best compared isomer or geometry (same formula, charge and spin) (kJ/mol): 148.9
Largest force on an atom (Eh/bohr): 0.01942
Energy (eV): -8429.698